35
Properties=species:S:1:pos:R:3 method="wB97M-V/def2-TZVPD" charge=-1 homo_lumo_gap_ha=0.265 homo_energy_ev=-5.0744 e_lumo_ev=2.14
I -2.28908 0.68856 1.70406
Br 6.33727 -0.92246 3.24837
Br 3.30552 -2.80783 2.30615
Al -3.27156 1.56170 -0.57653
O 1.16703 0.32633 -1.53457
O -1.99397 2.21719 -1.73205
N -4.38421 3.06555 -0.11705
C 4.93882 -2.48845 1.29757
C -5.34484 -0.57825 -0.23006
C 6.15540 -2.54421 2.18425
C 1.41297 -0.42945 -0.35193
C -4.38960 0.04464 -1.32327
C 0.22738 1.36848 -1.26883
C -1.06810 1.24174 -2.14070
C 2.19940 0.36570 0.73001
H 4.97297 -3.28182 0.55241
H 3.20158 0.62670 0.33784
H -3.86701 3.88805 -0.43606
H 0.68871 2.35693 -1.48236
H 4.81767 -1.53095 0.79682
H -6.20678 -1.08238 -0.72660
H -5.08057 0.49094 -2.07703
H -3.79164 -0.75218 -1.81499
H -4.36677 3.17039 0.89789
H 1.99981 -1.33349 -0.61830
H -0.09017 1.39375 -0.20980
H 1.68005 1.31058 0.98702
H -5.79775 0.21955 0.39396
H 7.06346 -2.59499 1.58522
H -1.45991 0.20393 -2.17582
H -4.83709 -1.32216 0.40639
H 0.42329 -0.77862 0.01346
H -0.74882 1.50264 -3.17948
H 6.13677 -3.37818 2.88013
H 2.25976 -0.21795 1.67390